Record 1
The following is a quantum chemistry calculation of C18H15AuBr as an isolated structure, from the OMol25 dataset.

XYZ file:
```
35
Properties=species:S:1:pos:R:3:forces:R:3:mulliken_charge:R:1
C -1.9359 -0.7446 -0.8633 0.31 1.35 -0.60 -0.38
C -2.2528 -1.3511 0.3810 -1.23 0.21 2.62 -0.50
C -2.7973 -0.3603 1.2302 1.07 -2.31 -0.57 -0.34
H -2.0719 -2.4060 0.6499 -0.18 0.80 -0.23 0.32
C -2.7433 0.8922 0.5284 0.88 0.05 -2.16 -0.51
C -2.1720 0.6504 -0.7579 -0.97 0.39 0.64 -0.44
H -2.0640 1.3852 -1.5645 0.08 -0.41 0.50 0.36
H -1.5357 -1.2525 -1.7367 -0.14 0.12 0.27 0.62
H -3.0927 -0.4872 2.2715 0.06 -0.04 -0.37 0.44
H -3.0736 1.8502 0.9074 0.04 -0.05 -0.02 0.42
Au 1.6053 -0.1817 -1.2140 0.73 0.62 1.37 0.48
Br 0.7990 -2.3189 -2.3578 -1.41 -2.84 1.66 -0.58
C 2.5966 0.6655 -3.0902 0.09 -0.32 -0.83 -0.68
C 1.4903 1.4028 -3.6068 -0.62 -0.02 -0.38 -0.56
C 0.5820 0.4921 -4.1920 0.35 0.23 -0.84 -0.32
H 1.4227 2.4947 -3.6612 -0.12 -0.50 0.36 0.38
C 1.1615 -0.7971 -4.1843 -1.45 1.21 -1.60 -0.24
C 2.4240 -0.6834 -3.5113 1.86 0.69 0.59 -0.81
H 3.1846 -1.4514 -3.3089 -0.66 0.35 -0.39 0.48
H 3.4486 1.0519 -2.5441 0.05 0.08 -0.44 0.59
H -0.3480 0.7315 -4.7301 0.53 -0.05 0.51 0.38
H 0.6133 -1.6404 -4.6170 1.09 0.51 -0.31 0.47
C 1.5962 0.1890 0.7496 -1.11 -1.08 4.93 -0.66
C 1.4177 0.0007 2.0016 0.76 0.54 -3.43 0.00
C 1.1487 -0.1097 3.4296 0.72 0.28 0.75 0.29
C 0.0119 0.5707 3.9406 -0.17 -0.17 -1.27 -0.16
C -0.3090 0.5597 5.2839 0.16 0.38 0.28 -0.50
C 0.5317 -0.0757 6.1944 0.61 -0.72 -0.17 -0.32
C 1.6806 -0.7607 5.7741 0.70 0.49 -1.74 -0.47
C 2.0271 -0.7493 4.3973 -1.21 0.38 -0.89 -0.46
H -0.6268 1.0881 3.1844 0.55 -0.44 0.84 0.34
H -1.1713 1.1392 5.6389 0.31 -0.40 -0.13 0.32
H 0.3249 -0.0908 7.2421 -0.32 0.19 0.53 0.36
H 2.4252 -1.2143 6.4460 -0.75 0.20 -0.03 0.31
H 2.9321 -1.2312 3.9824 -0.58 0.28 0.56 0.37
```
Forces are in eV/Å.

The frontier orbital gap (spin up / spin down) comes out at 7.0 / 5.3 eV. The largest force on an atom comes out at 0.10048 hartree/bohr. As for the net charge: -1. Its energy above the lowest of the compared OMol25 structures with the same formula, charge and spin is 1.780 eV. Its spin multiplicity is 3.


Record 2
The following is a quantum chemistry calculation of C2H7NOS as an isolated structure, from the OMol25 dataset.

XYZ file:
```
12
Properties=species:S:1:pos:R:3:forces:R:3:mulliken_charge:R:1
O -1.6552 -0.6944 -1.1793 -0.15 0.68 1.15 -0.50
C -1.4059 0.0231 -0.2242 0.13 -1.05 -1.62 -0.01
C -0.0931 0.7731 -0.2006 -0.32 3.18 -0.02 -0.75
N 1.0503 0.1931 -0.8885 -2.13 -2.61 -0.04 -0.42
H -2.1049 0.1545 0.6413 0.42 0.10 -0.52 0.43
H -0.3035 1.7897 -0.6319 -0.23 -0.58 0.30 0.36
H 0.1773 0.9286 0.8471 -0.12 0.28 -0.15 0.43
H 1.7368 0.8609 -1.1150 0.91 0.63 -0.20 0.23
H 0.4108 -0.8011 0.3317 0.39 -2.36 3.32 0.27
H 0.7843 -0.4101 -1.6886 0.17 0.88 0.59 0.24
S 0.0351 -1.4609 1.9986 0.94 0.94 -3.09 -0.43
H 1.3680 -1.3564 2.1095 -0.02 -0.09 0.29 0.13
```
Forces are in eV/Å.

The frontier orbital gap comes out at 9.3 eV. The largest force on an atom comes out at 0.07950 hartree/bohr. As for the net charge: 0. Its energy above the lowest of the compared OMol25 structures with the same formula, charge and spin is 3.201 eV.


Record 3
The following is a quantum chemistry calculation of a 3-piece molecular cluster, C13H37BN3O5P overall, from the OMol25 dataset.

XYZ file:
```
60
Properties=species:S:1:pos:R:3:forces:R:3:mulliken_charge:R:1
C 2.5271 -1.1415 -0.8859 0.05 -0.03 -0.13 -1.24
C 1.7149 -0.8213 -2.1318 -0.14 -0.15 0.00 1.22
O 2.5683 -0.5959 -3.2544 0.00 -0.17 -0.18 -0.61
C 0.7514 0.3593 -1.9580 -0.32 -0.24 0.15 -0.77
N -0.5922 -0.0033 -2.4316 0.02 0.16 0.14 -0.34
C -1.3187 -0.8297 -1.4666 0.05 0.00 -0.08 -0.26
C -2.2878 -1.7683 -2.1575 0.07 0.65 0.00 -0.70
O -1.6467 -2.5778 -3.1522 -0.59 -0.45 0.21 -0.63
B -1.1935 -3.8044 -2.8734 0.14 0.11 -0.14 0.61
P -0.4932 -4.4159 -1.1430 -0.32 -0.73 -0.04 0.51
O -0.5433 -5.8932 -0.9646 0.04 0.07 -0.01 -0.67
H 3.2851 -1.8880 -1.1240 -0.01 -0.01 0.02 0.36
H 3.0297 -0.2666 -0.4708 -0.05 0.06 -0.05 0.12
H 1.8616 -1.5648 -0.1291 0.06 0.10 0.11 0.33
H 1.0860 -1.6938 -2.3426 0.04 -0.01 -0.06 -0.37
H 2.4190 -1.2924 -3.9076 0.05 0.29 0.23 0.37
H 0.7032 0.6628 -0.9013 0.21 0.08 -0.02 0.24
H 1.1083 1.1989 -2.5513 0.11 0.01 0.07 0.42
H -1.1218 0.8518 -2.5493 0.02 -0.02 -0.21 0.32
H -1.8910 -0.2121 -0.7622 -0.01 -0.18 0.14 0.64
H -0.6069 -1.4168 -0.8757 0.03 0.02 -0.04 -0.05
H -3.0348 -1.1775 -2.6884 0.02 -0.05 -0.10 0.34
H -2.8282 -2.3813 -1.4330 0.12 -0.08 0.02 0.34
H -1.1544 -4.6169 -3.7460 0.27 0.08 -0.03 -0.08
H 0.8174 -3.8740 -1.1088 -0.08 0.25 0.12 -0.03
H -1.1495 -3.7217 -0.0956 0.19 0.28 -0.03 -0.07
C 2.8040 2.4284 1.2421 0.13 -0.17 -0.05 -0.73
O 2.9999 3.0567 -0.0068 -0.09 0.03 0.03 -0.25
C 3.6878 4.2923 0.0324 -0.02 0.11 -0.12 -0.72
C 5.2149 4.1783 0.1136 0.04 -0.14 0.07 0.31
C 5.7350 3.7918 1.4946 0.03 0.05 0.03 -1.38
N 5.7664 3.2517 -0.8760 -0.12 0.05 -0.08 -0.71
H 2.6667 3.1523 2.0513 -0.02 0.04 -0.03 0.37
H 3.6494 1.7803 1.4903 -0.03 0.01 0.12 0.25
H 1.9128 1.8052 1.1656 -0.03 0.04 -0.02 0.21
H 3.4345 4.7894 -0.9073 -0.02 -0.04 -0.01 0.31
H 3.2970 4.9160 0.8480 0.05 -0.03 0.04 0.40
H 5.6056 5.1743 -0.1190 -0.04 0.02 0.00 0.41
H 5.5993 2.7276 1.6891 -0.03 0.00 -0.01 0.28
H 6.8026 3.9980 1.5601 0.01 -0.03 -0.02 0.34
H 5.2298 4.3534 2.2828 -0.01 -0.01 0.00 0.34
H 5.5318 3.5678 -1.8117 0.07 0.04 0.00 0.28
H 5.2886 2.3600 -0.7796 0.05 -0.02 0.04 0.29
C -5.1534 0.5371 0.9474 0.03 0.02 -0.08 -0.79
O -3.9569 -0.2187 0.9426 -0.02 -0.02 -0.04 -0.27
C -3.4323 -0.5458 2.2162 0.16 -0.02 0.02 -0.71
C -4.0784 -1.7623 2.8895 -0.16 -0.02 -0.05 0.31
C -5.4591 -1.4818 3.4740 0.00 0.00 0.07 -1.44
N -4.1691 -2.9236 2.0033 0.14 0.10 -0.10 -0.68
H -5.1768 1.2367 1.7884 -0.01 -0.01 0.01 0.36
H -6.0401 -0.0996 0.9869 0.00 0.01 0.06 0.25
H -5.1833 1.1043 0.0175 0.01 0.01 0.00 0.25
H -2.3770 -0.7744 2.0409 -0.01 0.00 -0.04 0.34
H -3.4710 0.3320 2.8750 -0.05 -0.02 0.02 0.43
H -3.4178 -2.0367 3.7181 0.03 0.04 -0.01 0.39
H -6.2226 -1.4479 2.6965 0.02 0.02 -0.01 0.29
H -5.7374 -2.2763 4.1650 -0.01 -0.02 -0.03 0.38
H -5.4776 -0.5350 4.0169 0.00 0.00 -0.01 0.34
H -3.2407 -3.2090 1.7067 0.00 -0.07 0.08 0.24
H -4.6429 -2.6384 1.1507 -0.07 -0.03 0.03 0.32
```
Forces are in eV/Å.

As for the SMILES: C[C@H](O)CNCCOB[PH2]=O.COC[C@@H](C)N.COC[C@@H](C)N. The frontier orbital gap comes out at 9.4 eV. The largest force on an atom comes out at 0.01547 hartree/bohr. As for the net charge: 0. Its energy above the lowest of the compared OMol25 structures with the same formula, charge and spin is 0.000 eV.


Record 4
The following is a quantum chemistry calculation of one molecule with the formula C22H13N5O3, from the OMol25 dataset.

XYZ file:
```
43
Properties=species:S:1:pos:R:3:forces:R:3:mulliken_charge:R:1
O 2.3390 -3.0734 1.2640 -0.49 0.51 -1.75 -0.60
C 1.9910 -2.3901 0.2979 0.92 -0.41 3.37 0.53
N 1.1460 -1.3032 0.5307 0.48 -0.24 -2.71 0.51
N 0.6750 -1.0344 1.7060 -2.82 2.91 2.33 -0.91
C -0.2190 0.0023 1.8783 5.55 -5.29 -4.71 -0.14
C -0.8213 0.2416 3.0859 -1.28 -0.07 3.43 -0.19
C -0.6673 -0.3064 4.3695 -0.12 0.57 -0.08 -0.40
C -1.4723 0.1395 5.4150 0.29 -0.50 -0.20 -0.54
C -2.4310 1.1135 5.1814 -0.44 0.25 0.10 -0.55
C -2.6063 1.6250 3.8948 -0.51 0.19 1.01 -0.47
C -1.8236 1.1652 2.8575 -0.98 0.31 2.56 0.32
C -1.8553 1.5215 1.5123 -1.93 3.79 -4.45 0.67
N -2.6559 2.4888 0.9145 2.45 -2.50 0.81 -0.69
C -2.3599 2.7095 -0.4275 -0.16 -0.23 1.30 0.33
C -3.0759 3.7068 -1.1163 -0.38 0.82 -1.46 -0.43
C -2.8426 3.9455 -2.4842 -0.54 -0.64 1.58 -0.58
C -1.8779 3.1653 -3.1283 0.31 0.07 -0.76 -0.47
C -1.1341 2.2312 -2.4485 -0.13 -0.09 -1.25 -0.33
C -1.3577 1.9714 -1.1092 0.47 -0.69 1.32 0.17
N -0.5624 1.0123 -0.4784 -0.26 -0.15 1.19 -0.41
C -0.8057 0.8175 0.8125 -1.19 1.44 -0.96 0.63
C 2.6661 -2.5749 -1.0225 0.10 -0.20 -1.73 0.36
C 3.9167 -3.2721 -0.9871 -0.92 0.20 0.33 -0.85
C 4.5663 -3.6150 -2.1648 0.11 0.46 -0.29 -0.44
C 4.0834 -3.2110 -3.4141 -1.00 0.12 0.93 -0.56
C 2.8893 -2.4824 -3.4913 -0.06 -0.69 1.01 -0.36
C 2.1634 -2.1892 -2.3217 2.86 -1.36 0.98 0.49
N 0.9074 -1.5755 -2.5422 -2.37 2.28 -1.05 0.76
O -0.1031 -2.1100 -2.0747 1.29 0.76 -0.51 -0.43
O 0.9087 -0.5200 -3.2427 -0.09 -2.53 1.58 -0.53
H 0.8307 -0.8174 -0.2966 -0.36 0.62 0.07 0.26
H 0.0813 -1.0298 4.5852 0.52 -0.53 -0.13 0.53
H -1.3700 -0.3124 6.4111 0.03 0.30 -0.51 0.36
H -3.0526 1.4310 6.0299 0.21 0.06 -0.60 0.36
H -3.3557 2.3809 3.7244 -0.13 0.07 -0.15 0.49
H -3.8432 4.3037 -0.6087 0.39 -0.48 0.03 0.41
H -3.4832 4.6248 -3.0518 0.38 -0.04 0.31 0.36
H -1.7168 3.2900 -4.2072 -0.03 -0.04 0.51 0.37
H -0.4462 1.6020 -2.9928 0.24 0.01 0.10 0.40
H 4.3469 -3.6088 -0.0153 -0.70 0.50 -0.86 0.38
H 5.4845 -4.1938 -2.1096 -0.15 0.08 -0.01 0.39
H 4.5560 -3.5565 -4.3088 0.27 0.05 -0.39 0.40
H 2.3874 -2.3129 -4.4267 0.18 0.34 -0.30 0.39
```
Forces are in eV/Å.

As for the SMILES: O=C(N/N=C1/c2ccccc2-c2nc3ccccc3nc21)c1ccccc1[N+](=O)[O-]. The frontier orbital gap comes out at 6.9 eV. The largest force on an atom comes out at 0.17492 hartree/bohr. As for the net charge: 0. Its energy above the lowest of the compared OMol25 structures with the same formula, charge and spin is 0.244 eV.